{
  "formula": "C2H4OSi",
  "method": "ωB97M-V/def2-TZVPD",
  "relative_energy_ev": 1.4510,
  "smiles": "O=[SiH2].C#C",
  "orbital_gap_ev": 10.264,
  "homo_energy_ev": -10.67,
  "total_energy_ev": -12060.6045,
  "elements": ["O", "Si", "H", "H", "C", "C", "H", "H"],
  "positions_angstrom": [[-2.277246, -0.516261, 0.563006], [-1.599245, 0.701434, 1.057700], [-0.905581, 1.436551, -0.068651], [-1.517724, 1.429117, 2.315308], [2.140828, -0.588725, -1.089030], [1.007266, -0.918213, -0.839333], [3.054884, -0.331173, -1.498454], [0.096819, -1.212730, -0.440546]],
  "forces_ev_per_angstrom": [[-1.32, -2.43, -0.01], [1.60, 2.62, -1.31], [-0.07, 0.03, 0.78], [-0.15, -0.15, 0.56], [-2.18, -0.61, 0.12], [2.17, 0.57, -0.05], [1.23, 0.37, -0.30], [-1.28, -0.41, 0.20]]
}